Molecular formula: C3H8N2S
Method: DFT, wB97M-V/def2-TZVPD

Geometry as XYZ:
```
14
Properties=species:S:1:pos:R:3:forces:R:3
C -0.626 0.024 -1.682 -0.60 0.25 -1.24
C -0.528 0.925 -0.447 -1.55 0.84 -0.48
S 0.696 2.415 -0.602 -0.30 -2.40 -0.19
C -0.126 0.146 0.734 -0.20 -0.27 0.89
N 0.241 -1.067 0.734 -0.26 0.31 -3.41
N 0.802 -1.563 1.781 0.60 -1.51 6.40
H -1.035 -0.971 -1.368 0.17 0.94 -0.41
H 0.404 -0.142 -1.971 0.18 -0.36 -0.39
H -1.183 0.423 -2.637 0.94 -0.47 2.17
H -1.527 1.367 -0.184 0.91 -0.02 -0.45
H 1.674 1.447 -0.760 -0.36 1.10 0.08
H -0.208 0.673 1.677 0.35 0.32 0.45
H 0.486 -1.073 2.699 0.95 -0.91 -1.70
H 0.931 -2.604 2.026 -0.83 2.18 -1.72
```
Forces are in eV/Å.

Computed properties:
- electronic energy (eV) = -17054.0639
- SMILES string = C[C@H](S)/C=N/N
- E_HOMO (eV) = -8.5